# C5H14OS2

2 unconnected molecules or ions with the total composition C5H14OS2 in a non-equilibrium geometry (ωB97M-V with the def2-TZVPD basis set, the Open Molecules 2025 dataset).

Geometry as XYZ:
```
22
Properties=species:S:1:pos:R:3:forces:R:3:mulliken_charge:R:1
C 0.00000 0.00000 0.00000 0.163 -0.108 0.141 -1.066
C -1.11270 1.04182 0.06636 -0.113 -0.033 -0.150 -0.493
C -1.47805 1.47870 1.49927 -0.787 -0.051 -0.293 -0.555
S -0.16396 2.42107 2.32266 1.352 -0.489 -1.399 -0.122
C -0.98447 3.24245 3.60671 -1.549 0.913 1.388 -0.558
S -1.62536 2.02251 4.76767 0.357 -0.600 0.401 -0.144
C -2.76062 2.99763 5.72065 -1.103 0.760 -1.268 -0.684
H 0.12696 -0.36721 -1.03230 0.002 0.123 0.421 0.331
H -0.28041 -0.85047 0.64395 0.271 0.185 -0.243 0.281
H 0.96455 0.40390 0.35086 -0.338 -0.190 -0.123 0.308
H -0.86779 1.89534 -0.59468 -0.202 -0.238 0.457 0.303
H -2.02296 0.55594 -0.33461 0.272 0.378 0.070 0.299
H -2.37894 2.11891 1.43614 0.389 -0.224 0.182 0.330
H -1.75141 0.56795 2.06606 0.209 0.542 -0.067 0.372
H -0.33233 3.91432 4.19725 0.043 -0.318 -0.785 0.350
H -1.85898 3.83213 3.27062 0.458 -0.118 -0.108 0.278
H -3.07087 2.38383 6.58298 2.036 1.304 -3.280 -0.209
H -3.64451 3.18988 5.08948 0.211 0.250 0.124 0.379
H -2.37887 3.96247 6.09476 0.101 -0.485 -0.106 0.305
O -3.13303 2.10541 8.00652 -1.221 -1.961 2.650 -0.574
H -3.10784 1.19943 8.38969 -0.040 0.805 -0.119 0.324
H -3.86439 2.07630 7.34885 -0.512 -0.444 2.105 0.544
```
Forces are in eV/Å.

The total energy comes out at -29128.185 eV. The charge is 0. The multiplicity is 1. The SMILES is CCCSCSC.O.